ORCA calculation (wB97M-V/def2-TZVPD) on a structure of composition C36H58Br3Cl2CsFLiMgO10PS.

Frontier orbital gap: 0.1319 Eh
HOMO energy: -0.29267 hartree
Net charge: +1

```
115
C36H58Br3Cl2CsFLiMgO10PS (wB97M-V/def2-TZVPD)
C 10.1793 -1.1178 3.4421
O 10.4624 -1.1492 2.0419
C 9.8631 -0.0202 1.3914
C 8.3070 -0.1315 1.2787
C 7.8158 -1.5857 1.2868
C 6.5989 -1.8569 0.4042
C 5.6793 -2.9176 1.0899
C 4.6785 -3.3336 0.0267
C 3.4373 -4.1588 0.4968
C 2.1820 -3.2671 0.6966
C 0.8411 -4.0309 0.4370
C 0.3192 -4.7087 1.7485
C -1.1468 -4.2935 2.0729
C -1.1016 -2.8005 2.4351
C -2.4626 -2.1554 2.7863
C -2.0982 -0.7721 3.5121
P -3.4667 -0.0507 4.5497
O -5.0125 -0.4858 3.8680
Br -3.5103 2.1877 4.4383
C -1.4880 0.1731 2.4455
C -2.0573 0.0012 1.0121
C -1.7572 1.2207 0.1149
C -0.2449 1.4445 0.0171
C 0.6967 0.4065 0.0369
C 2.0687 0.6376 -0.0122
C 2.5663 1.9396 -0.0875
C 4.0853 2.1176 -0.0923
C 1.6508 2.9820 -0.1512
C 0.2781 2.7353 -0.1002
O -3.4721 -0.3641 0.9723
S -3.5532 -1.9421 1.3170
O -4.9321 -2.3304 1.5429
O -3.0819 -2.7343 0.2154
H 9.9104 -0.1193 3.8054
H 11.0564 -1.4851 3.9887
H 9.3315 -1.8124 3.6688
H 10.1334 0.8992 1.9298
H 10.2431 0.1031 0.3697
H 8.0244 0.2949 0.3060
H 7.8621 0.5088 2.0505
H 7.5305 -1.8310 2.3631
H 8.6033 -2.3059 0.9407
H 6.9910 -2.1961 -0.5653
H 6.0533 -0.9118 0.2640
H 6.2739 -3.8168 1.3193
H 5.2226 -2.4821 1.9905
H 4.3680 -2.4475 -0.5369
H 5.3304 -3.9720 -0.5460
H 3.1925 -4.8418 -0.3471
H 3.6419 -4.7360 1.4116
H 2.2430 -2.4844 -0.0742
H 2.1785 -2.8235 1.7027
H 0.1195 -3.2897 0.0607
H 1.0493 -4.7448 -0.3700
H 1.0045 -4.4056 2.5554
H 0.3906 -5.7948 1.5890
H -1.7260 -4.5349 1.1750
H -1.4705 -4.9345 2.9032
H -0.5543 -2.2202 1.6819
H -0.4826 -2.7285 3.3463
H -2.9838 -2.7769 3.5283
H -1.2971 -1.0199 4.2185
H -5.5705 0.3277 3.8965
H -1.5156 1.2359 2.7134
H -0.4212 -0.0807 2.3525
H -1.5248 -0.8399 0.5401
H -2.1907 2.0986 0.6214
H -2.2378 1.1283 -0.8666
H 0.3982 -0.6437 0.0925
H 2.7450 -0.2185 0.0398
H 4.4748 1.4771 0.7161
H 4.4000 3.1554 0.0338
H 4.4641 1.6659 -1.0218
H 2.0237 4.0016 -0.2332
H -0.3804 3.6065 -0.1420
Li 5.3183 -5.6624 -0.8331
F 7.3068 -4.3891 -1.4542
C -6.1248 -2.7264 -1.7792
Cl -6.7060 -1.2428 -2.5623
Cl -6.1856 -4.1043 -2.8797
H -5.0991 -2.5741 -1.4621
H -6.7511 -2.9353 -0.9200
C -9.5268 -0.8481 -7.3496
C -10.5543 -0.0610 -7.6914
C -11.1374 0.9322 -6.7309
O -12.0580 1.6348 -7.1008
C -10.5718 1.0046 -5.3909
C -9.5463 0.2156 -5.0458
C -8.9450 -0.7599 -6.0168
O -8.0035 -1.4396 -5.6600
O -9.0076 0.2560 -3.8260
O -11.1144 -0.1135 -8.8986
H -9.0970 -1.5658 -8.0339
H -11.0123 1.7123 -4.7027
H -8.2820 -0.4052 -3.8185
H -11.8278 0.5524 -8.8881
C -2.6380 6.7595 0.1688
C -1.2436 7.2398 0.5341
O -0.2747 6.9893 -0.4701
C -0.5034 7.6017 -1.7277
C -0.5590 9.1181 -1.6709
H -2.6239 5.6976 -0.0852
H -3.3221 6.9116 1.0045
H -3.0412 7.2956 -0.6917
H -0.9065 6.7003 1.4202
H -1.2532 8.3016 0.8007
H -1.4101 7.1949 -2.1896
H 0.3286 7.3011 -2.3658
H -1.4034 9.4724 -1.0779
H -0.6624 9.5315 -2.6748
H 0.3501 9.5182 -1.2192
Cs -7.0381 -0.2113 3.5134
Br -1.3230 1.3880 6.2266
Mg 8.8347 -3.3944 2.3503
Br 8.3858 -4.5391 0.4935
```

=====

ORCA calculation (wB97M-V/def2-TZVPD) on a cluster of 2 separate species, C4H14N3 in total.

Energy relative to the best compared isomer or geometry (same formula, charge and spin): 384.70 kJ/mol
Frontier orbital gap: 0.3922 Eh
HOMO energy: -0.51304 hartree
Net charge: +1

```
21
C4H14N3 (wB97M-V/def2-TZVPD)
C -0.5218 -0.0962 -1.2204
C 1.8644 -1.0045 -0.9285
C -1.0915 -0.5059 1.4325
C 0.4986 -0.6088 -0.3768
N -0.9125 2.7908 -0.8829
N 0.2537 -0.7786 0.8731
N 1.3042 -1.5501 1.8762
H -0.6992 1.0579 -0.9785
H -1.5489 -0.5160 -1.1610
H -0.3052 -0.3808 -2.2823
H 1.8412 -2.1250 -1.0855
H 1.9729 -0.6241 -2.0626
H 2.6883 -0.5631 -0.2241
H -1.7353 -1.0723 0.9265
H -0.9773 -0.5455 2.4708
H -1.5605 0.5389 1.2763
H -1.7710 2.6047 -0.3445
H -1.2892 3.4791 -1.5431
H 0.8274 -2.4158 1.8414
H 1.4675 -0.9126 2.6248
H -0.3062 3.2277 -0.2314
```

=====

ORCA calculation (wB97M-V/def2-TZVPD) on a structure of composition C10H14AsCoS3.

Multiplicity: 5
Frontier orbital gap (spin up / spin down): 0.2880 / 0.2237 Eh
HOMO energy (spin up / spin down): -0.29782 / -0.31904 hartree

```
29
C10H14AsCoS3 (wB97M-V/def2-TZVPD)
Co -0.8972 1.3078 0.2219
S -4.1425 1.7484 -0.7824
C -2.8616 2.2953 0.0900
S -1.6849 3.2716 -0.6721
S -2.6355 1.7229 1.6780
C -2.2672 -1.1485 -2.5023
As -1.1316 -0.8289 -0.9624
C 0.5325 -1.5622 -1.6117
C -1.7600 -2.2222 0.2371
H -2.2362 -2.2078 -2.7555
H -1.9118 -0.5596 -3.3459
H -3.2856 -0.8494 -2.2653
H 0.3945 -2.6157 -1.8495
H 1.3053 -1.4389 -0.8554
H 0.8268 -1.0179 -2.5077
H -1.2907 -3.1708 -0.0175
H -2.8400 -2.3041 0.1255
H -1.5364 -1.9668 1.2699
C 3.5890 0.9388 1.8969
C 2.6711 -0.0885 2.0800
C 1.3727 0.0519 1.5997
C 0.9444 1.2064 0.9298
C 1.8900 2.2221 0.7671
C 3.1954 2.0949 1.2362
H 4.6021 0.8381 2.2664
H 2.9670 -0.9925 2.6000
H 0.6787 -0.7687 1.7716
H 1.6071 3.1417 0.2640
H 3.9045 2.9026 1.0934
```

=====

ORCA calculation (wB97M-V/def2-TZVPD) on a structure of composition CCsF3O3S.

Energy relative to the best compared isomer or geometry (same formula, charge and spin): 99.42 kJ/mol
Frontier orbital gap: 0.2668 Eh
HOMO energy: -0.31689 hartree

```
9
CCsF3O3S (wB97M-V/def2-TZVPD)
Cs 4.8649 -11.2173 19.4093
C 1.8449 -13.7928 19.1314
F 2.5435 -12.6324 19.3269
F 2.5703 -14.7541 19.6766
F 0.7038 -13.7008 19.7618
S 1.7309 -13.9833 17.2569
O 1.5234 -12.6297 16.7795
O 3.0732 -14.4926 16.9500
O 0.5829 -14.8753 17.1477
```

=====

ORCA calculation (wB97M-V/def2-TZVPD) on a cluster of 2 separate species, C7H13NO in total.

Structure (SMILES): C=CC(=O)CC.C=CN
Energy relative to the best compared isomer or geometry (same formula, charge and spin): 189.37 kJ/mol
Frontier orbital gap: 0.3221 Eh
HOMO energy: -0.30384 hartree

```
22
C7H13NO (wB97M-V/def2-TZVPD)
C -0.4557 -1.4858 -1.7682
C -0.8361 -2.0922 -0.6368
C 0.9510 0.8961 -0.1759
C 1.6721 1.9901 0.6049
C 0.7929 -0.3622 0.7349
N -1.2117 -0.5658 -2.4677
C -0.2911 -0.3271 1.7451
C -1.3322 0.4962 1.8004
O 1.7227 -1.1376 0.8600
H 0.5201 -1.6754 -2.1959
H -2.0293 -0.2239 -1.9888
H -0.7229 0.1240 -3.0169
H -1.8080 -1.8991 -0.2133
H -0.3028 -2.9528 -0.2751
H -0.0220 1.2425 -0.5199
H 1.5587 0.6105 -1.0365
H -0.1806 -1.1007 2.4954
H 1.8936 2.8356 -0.0517
H 1.0567 2.3448 1.4356
H 2.6077 1.6048 1.0045
H -2.0792 0.3932 2.5747
H -1.5039 1.2849 1.0911
```

=====

ORCA calculation (wB97M-V/def2-TZVPD) on a structure of composition C6H11NO.

Energy relative to the best compared isomer or geometry (same formula, charge and spin): 1090.64 kJ/mol
Frontier orbital gap: 0.2993 Eh
HOMO energy: -0.33874 hartree

```
19
C6H11NO (wB97M-V/def2-TZVPD)
C 0.2477 1.0106 -0.2725
C 1.7154 0.7299 0.3139
C 1.6386 -0.8804 0.5135
C 0.2662 -1.3713 -0.2920
C -0.7555 -0.1677 0.0736
C -2.2516 -0.2285 -0.2432
H -0.4411 3.2165 -1.0844
H 0.4760 0.8336 -1.2742
H 1.4767 1.1295 1.3271
H 2.3672 1.2458 -0.4403
H 1.6775 -0.8255 1.8338
H 2.4486 -1.5357 -0.2971
H 0.5243 -1.1525 -1.5206
H -0.0772 -2.6928 -0.3002
H -2.4910 -1.1703 -1.0012
H -2.8361 0.6563 -0.5231
H -1.8436 -0.9331 1.7177
N -1.7681 -0.2146 1.1216
O -0.3738 2.3499 0.3476
```

=====

Going through the records in order, we get energy values of -11868.048943 -324.718320 -5202.475773 -981.758530 -404.455334 -364.816066 hartree.
Going through the records in order, we get M values of 1207.66 104.18 364.28 281.97 127.19 113.16 g mol⁻¹.